Entry 1:
The following is a DFT calculation (ωB97M-V/def2-TZVPD) of an isolated molecule of C8H15NOS.

Summary:
Spin multiplicity: 1
Molar mass, g/mol: 173.3
LUMO, eV: 0.87
Energy above the lowest of the compared OMol25 structures with the same formula, charge and spin, eV: 1.312
Gap between HOMO and LUMO, eV: 8.78

Each line ends with the natural charge from an NBO analysis.
Positions of all 26 atoms, in Å:
C: 3.02639 -1.31937 2.27434  -0.628
C: 1.94222 -0.35457 1.89283  -0.016
O: 0.69433 -1.01645 2.06691  -0.526
C: -0.30950 -0.43787 1.24727  -0.071
C: 0.26738 0.00056 -0.12490  -0.159
C: -0.10130 -0.96867 -1.22875  -0.420
C: -1.46802 -0.50223 -1.70563  -0.210
N: -1.38051 0.95656 -1.55209  -0.460
C: -2.52365 1.83039 -1.74328  -0.393
C: -0.29172 1.30317 -0.65401  -0.222
S: 2.09986 0.07518 0.12667  0.170
H: 3.01731 -2.21516 1.63736  0.225
H: 2.97539 -1.63833 3.28963  0.221
H: 3.99094 -0.85448 2.08701  0.214
H: 1.92703 0.56386 2.49605  0.178
H: -0.67797 0.43572 1.79462  0.168
H: -1.14409 -1.12834 1.08146  0.197
H: -0.16376 -2.00368 -0.89228  0.219
H: 0.67138 -0.95031 -2.01904  0.219
H: -2.24862 -0.89664 -1.07880  0.154
H: -1.67107 -0.84475 -2.68956  0.196
H: -3.15765 1.71853 -0.86943  0.162
H: -2.20601 2.90976 -1.77370  0.202
H: -3.07556 1.53722 -2.61400  0.203
H: 0.45304 1.84454 -1.23488  0.196
H: -0.64585 1.95535 0.18623  0.182

---

Entry 2:
The following is a DFT calculation (ωB97M-V/def2-TZVPD) of a cluster of 2 separate species, C10H16O2 in total.

Summary:
Spin multiplicity: 1
Molar mass, g/mol: 168.2
LUMO, eV: 0.73
Energy above the lowest of the compared OMol25 structures with the same formula, charge and spin, eV: 0.886
Gap between HOMO and LUMO, eV: 9.21

Each line ends with the natural charge from an NBO analysis.
Positions of all 28 atoms, in Å:
C: -1.59189 1.78465 -2.44245  -0.602
C: -0.42622 1.39025 -1.51924  -0.423
C: -0.73387 0.21331 -0.61595  -0.034
C: -0.85134 -1.04493 -1.18923  -0.212
C: -1.25985 -2.14368 -0.43225  -0.284
C: -1.44043 -1.94262 0.92470  0.293
O: -1.74696 -2.95413 1.80984  -0.688
C: -1.35026 -0.68826 1.51813  -0.257
C: -0.93947 0.39094 0.75728  -0.188
H: -2.54154 1.93306 -1.91841  0.206
H: -1.92834 1.00526 -3.12407  0.204
H: -1.30235 2.68467 -2.97893  0.211
H: 0.31458 1.00318 -2.23336  0.208
H: -0.06952 2.27150 -0.99021  0.213
H: -0.98748 -0.98328 -2.26876  0.211
H: -1.26380 -3.15455 -0.81871  0.214
H: -1.45664 -3.82365 1.52437  0.481
H: -1.67773 -0.53463 2.53254  0.229
H: -0.89041 1.42142 1.10340  0.215
C: 2.47411 -0.08778 0.41169  -0.657
C: 2.47441 1.01184 1.41095  -0.055
O: 2.39574 0.55315 2.75576  -0.748
H: 2.48908 0.25853 -0.63164  0.219
H: 1.60702 -0.74899 0.40099  0.221
H: 3.34863 -0.74112 0.42008  0.210
H: 3.38952 1.60447 1.35097  0.168
H: 1.63923 1.71562 1.31490  0.167
H: 2.32575 -0.39420 2.92760  0.478